Record 1
The following is a DFT calculation (ωB97M-V with the def2-TZVPD basis set) of C4H6N2O in the gas phase at a distorted geometry.

Its total energy is -9264.8108 eV. Its HOMO energy (spin up / spin down) is -6.6939 / -9.7064 eV. The calculation puts the orbital gap (spin up / spin down) at 7.72 / 8.51 eV. The expectation value of S² is 2.01. The spin multiplicity is 3.

Each line ends with the natural charge from an NBO analysis.
Cartesian coordinates (Å):
C1 -1.253 -0.770 0.781  -0.423
C2 -0.849 -0.840 -0.715  -0.429
C3 0.331 1.493 -0.043  -0.209
C4 -0.272 0.153 0.107  0.087
N1 2.426 0.258 -0.044  0.135
N2 1.229 0.431 0.366  -0.284
O1 2.844 -0.909 -0.146  -0.224
H1 -2.147 -0.219 1.148  0.230
H2 -1.021 -1.678 1.443  0.243
H3 -0.143 -1.623 -0.973  0.246
H4 -1.710 -0.533 -1.482  0.223
H5 0.537 1.892 -1.104  0.202
H6 0.028 2.346 0.662  0.203

Record 2
The following is a DFT calculation (ωB97M-V with the def2-TZVPD basis set) of C4H6N2O2 in the gas phase at a distorted geometry.

Its total energy is -11315.1374 eV. Its HOMO energy is -7.6125 eV. The calculation puts the orbital gap at 8.53 eV. The SMILES is CNN=c1occo1.

Each line ends with the natural charge from an NBO analysis.
Cartesian coordinates (Å):
C1 2.398 0.780 0.366  -0.450
N1 2.241 -0.416 -0.424  -0.440
N2 0.986 -0.886 -0.144  -0.362
C2 -0.208 -0.350 -0.014  0.687
O1 -1.346 -1.179 0.198  -0.422
C3 -2.267 -0.220 0.218  0.045
C4 -1.895 1.035 -0.179  -0.001
O2 -0.585 0.909 -0.190  -0.470
H1 2.954 0.494 1.456  0.164
H2 3.263 1.389 -0.115  0.200
H3 1.369 1.422 0.567  0.235
H4 3.022 -1.073 -0.157  0.370
H5 -3.472 -0.419 0.161  0.208
H6 -2.443 1.979 -0.349  0.235

Record 3
The following is a DFT calculation (ωB97M-V with the def2-TZVPD basis set) of C4H6N2O2 in the gas phase at a distorted geometry.

Its total energy is -11319.3388 eV. Its HOMO energy is -9.5801 eV. The calculation puts the orbital gap at 10.22 eV. The SMILES is O=C(O)[C@@H]1CC=NN1.

Each line ends with the natural charge from an NBO analysis.
Cartesian coordinates (Å):
O1 1.885 -0.529 1.979  -0.576
C1 1.601 -0.059 0.922  0.785
O2 2.417 0.417 0.005  -0.668
C2 0.045 0.147 0.600  -0.189
C3 -0.756 -1.105 -0.003  -0.480
C4 -1.440 -0.307 -1.127  0.042
N1 -1.053 0.911 -1.343  -0.221
N2 -0.058 1.221 -0.421  -0.506
H1 1.812 0.892 -0.649  0.511
H2 -0.338 0.494 1.549  0.222
H3 -1.532 -1.552 0.706  0.245
H4 -0.120 -1.909 -0.459  0.243
H5 -2.193 -0.766 -1.817  0.208
H6 -0.269 2.145 0.059  0.385

Record 4
The following is a DFT calculation (ωB97M-V with the def2-TZVPD basis set) of C4H6N2O2 in the gas phase at a distorted geometry.

Its total energy is -11315.8645 eV. Its HOMO energy is -8.9705 eV. The calculation puts the orbital gap at 9.55 eV. The SMILES is O=C/N=C1\NCCO1.

Each line ends with the natural charge from an NBO analysis.
Cartesian coordinates (Å):
O1 1.131 2.564 -0.670  -0.675
C1 0.090 2.727 0.110  0.491
N1 -0.768 1.653 0.443  -0.638
C2 -0.302 0.413 0.399  0.758
N2 0.594 -0.210 -0.483  -0.595
C3 0.160 -1.515 -0.819  -0.223
C4 -0.460 -1.634 0.757  -0.148
O2 -1.085 -0.268 0.986  -0.400
H1 -0.317 3.829 0.267  0.147
H2 1.161 0.291 -0.947  0.412
H3 -0.610 -1.578 -1.630  0.196
H4 1.011 -2.062 -1.066  0.216
H5 0.491 -1.513 1.641  0.216
H6 -1.097 -2.697 1.013  0.242

Record 5
The following is a DFT calculation (ωB97M-V with the def2-TZVPD basis set) of C4H6N2O2 in the gas phase at a distorted geometry.

Its total energy is -11316.7756 eV. Its HOMO energy is -8.4395 eV. The calculation puts the orbital gap at 9.21 eV. The SMILES is C/N=c1/o[nH]cc1O.

Each line ends with the natural charge from an NBO analysis.
Cartesian coordinates (Å):
C1 2.597 -0.313 0.064  -0.447
N1 1.339 -1.093 -0.009  -0.482
C2 0.181 -0.504 -0.069  0.462
O1 -0.950 -1.374 -0.059  -0.340
N2 -2.134 -0.557 0.088  -0.285
C3 -1.677 0.733 0.153  -0.078
C4 -0.352 0.862 0.044  0.147
O2 0.467 1.979 -0.150  -0.662
H1 2.592 0.228 1.065  0.185
H2 2.653 0.289 -0.802  0.186
H3 3.410 -0.939 0.201  0.215
H4 -2.636 -0.720 -0.883  0.369
H5 -2.486 1.495 0.506  0.235
H6 1.400 1.688 -0.116  0.495

Record 6
The following is a DFT calculation (ωB97M-V with the def2-TZVPD basis set) of a 2-piece molecular cluster, C4H6N2O2 overall at a distorted geometry.

Its total energy is -11316.2229 eV. Its HOMO energy is -9.3291 eV. The calculation puts the orbital gap at 9.95 eV.

Each line ends with the natural charge from an NBO analysis.
Cartesian coordinates (Å):
C1 -2.109 1.300 1.788  0.869
C2 0.476 0.125 0.622  -0.537
C3 1.632 -0.086 -0.489  -0.106
C4 -0.514 1.001 -0.063  0.111
N1 -3.114 1.620 1.171  -0.775
N2 -0.175 1.149 -1.221  -0.290
O1 -1.389 1.147 2.685  -0.527
O2 1.121 0.413 -1.683  -0.444
H1 0.094 -0.868 1.021  0.253
H2 1.095 0.539 1.502  0.263
H3 2.531 0.587 -0.267  0.170
H4 1.881 -1.134 -0.607  0.194
H5 -3.257 1.218 0.299  0.390
H6 -0.698 1.374 -2.099  0.429

Record 7
The following is a DFT calculation (ωB97M-V with the def2-TZVPD basis set) of a 2-piece molecular cluster, C4H6N2O2 overall at a distorted geometry.

Its total energy is -11312.8242 eV. Its HOMO energy is -9.0768 eV. The calculation puts the orbital gap at 8.25 eV.

Each line ends with the natural charge from an NBO analysis.
Cartesian coordinates (Å):
C1 -2.510 -0.441 -0.002  0.520
C2 -0.351 0.723 0.075  -0.036
C3 0.276 -0.400 -0.186  -0.121
C4 2.643 0.323 0.282  0.445
H1 -2.013 -1.520 0.019  0.136
H2 -2.173 1.607 -0.459  0.431
H3 0.201 1.701 0.524  0.219
H4 -0.638 -1.198 -0.211  0.215
H5 2.017 -1.599 -0.477  0.417
H6 2.626 1.480 0.153  0.204
N1 -1.734 0.639 -0.182  -0.638
N2 1.556 -0.560 0.507  -0.606
O1 -3.767 -0.431 0.182  -0.577
O2 3.869 -0.324 -0.224  -0.607

Record 8
The following is a DFT calculation (ωB97M-V with the def2-TZVPD basis set) of C4H6N2O2 as an isolated structure at a distorted geometry.

Its total energy is -11315.7737 eV. Its HOMO energy is -9.5548 eV. The calculation puts the orbital gap at 9.29 eV.

Each line ends with the natural charge from an NBO analysis.
Cartesian coordinates (Å):
C1 0.190 -1.063 -0.967  0.486
C2 1.335 -0.019 0.540  0.417
C3 -1.012 -0.179 -0.541  -0.023
C4 -0.012 0.707 0.884  0.002
N1 -0.598 1.237 -0.374  -0.594
N2 -1.088 -0.322 0.943  -0.587
O1 0.812 -1.681 -0.041  -0.519
O2 1.818 0.288 -0.622  -0.689
H1 0.109 1.532 -1.047  0.378
H2 -1.941 0.141 1.249  0.365
H3 0.212 -1.426 -2.000  0.174
H4 1.980 -0.238 1.398  0.169
H5 -1.903 -0.381 -1.138  0.212
H6 0.098 1.404 1.717  0.210

Record 9
The following is a DFT calculation (ωB97M-V with the def2-TZVPD basis set) of C4H6N2O2 in the gas phase at a distorted geometry.

Its total energy is -11312.5874 eV. Its HOMO energy (spin up / spin down) is -8.0071 / -11.3010 eV. The calculation puts the orbital gap (spin up / spin down) at 8.65 / 7.45 eV. The expectation value of S² is 2.01. The spin multiplicity is 3.

Each line ends with the natural charge from an NBO analysis.
Cartesian coordinates (Å):
C1 -0.641 1.482 -0.076  0.222
C2 0.713 -0.203 -1.261  -0.632
C3 0.664 -0.004 1.416  -0.625
C4 0.000 -0.016 0.039  0.051
N1 -0.990 2.528 -0.346  -0.325
N2 -1.206 -0.844 -0.018  0.291
O1 -1.529 -1.519 0.942  -0.193
O2 -1.883 -0.832 -0.995  -0.244
H1 0.850 -1.287 -1.383  0.230
H2 0.203 0.165 -2.175  0.259
H3 1.652 0.388 -1.167  0.232
H4 0.459 -0.977 1.797  0.241
H5 0.008 0.786 1.955  0.251
H6 1.700 0.334 1.273  0.243

Record 10
The following is a DFT calculation (ωB97M-V with the def2-TZVPD basis set) of C4H6N2O4 in the gas phase at a distorted geometry.

Its total energy is -15408.3906 eV. Its HOMO energy is -11.3337 eV. The calculation puts the orbital gap at 10.90 eV. The SMILES is CC1[C@H]([N+](=O)[O-])[C@H]1[N+](=O)[O-].

Each line ends with the natural charge from an NBO analysis.
Cartesian coordinates (Å):
C1 -1.336 1.274 0.217  -0.639
C2 -0.120 0.641 -0.430  -0.189
C3 -0.007 -0.872 -0.646  -0.145
N1 -0.985 -1.662 -0.013  0.530
O1 -1.197 -1.423 1.139  -0.387
O2 -1.583 -2.507 -0.637  -0.361
C4 0.884 -0.186 0.351  -0.135
N2 2.289 0.161 0.109  0.545
O3 2.612 0.406 -1.012  -0.375
O4 3.012 0.251 1.084  -0.364
H1 -1.546 2.345 -0.152  0.239
H2 -1.102 1.314 1.274  0.232
H3 -2.333 0.666 0.147  0.238
H4 0.521 1.225 -1.130  0.269
H5 0.153 -1.259 -1.657  0.275
H6 0.738 -0.374 1.354  0.267

Record 11
The following is a DFT calculation (ωB97M-V with the def2-TZVPD basis set) of C4H6N2OS in the gas phase at a distorted geometry.

Its total energy is -20107.1184 eV. Its HOMO energy is -8.3668 eV. The calculation puts the orbital gap at 9.15 eV. The SMILES is [H]/N=C(/N)[C@H]1OC=CS1.

Each line ends with the natural charge from an NBO analysis.
Cartesian coordinates (Å):
H1 0.872 -1.944 -0.663  0.350
N1 1.724 -1.359 -0.675  -0.690
C1 1.471 -0.299 -0.040  0.395
N2 2.351 0.754 0.027  -0.832
C2 0.165 0.042 0.733  -0.087
O1 -0.264 1.338 0.473  -0.487
C3 -1.209 1.350 -0.490  0.098
C4 -1.853 0.211 -0.733  -0.451
S1 -1.257 -1.054 0.348  0.214
H2 2.036 1.727 0.070  0.403
H3 3.160 0.612 -0.560  0.395
H4 0.441 -0.065 1.771  0.225
H5 -1.523 2.299 -0.928  0.215
H6 -2.727 -0.057 -1.332  0.253

Record 12
The following is a DFT calculation (ωB97M-V with the def2-TZVPD basis set) of C4H6N2OS in the gas phase at a distorted geometry.

Its total energy is -20106.8883 eV. Its HOMO energy is -9.4490 eV. The calculation puts the orbital gap at 9.02 eV. The SMILES is O[C@@H]1CN=CNC1=S.

Each line ends with the natural charge from an NBO analysis.
Cartesian coordinates (Å):
O1 -1.653 1.266 -1.054  -0.733
C1 -0.524 0.422 -0.706  -0.049
C2 -0.773 -1.029 -0.444  -0.256
N1 0.483 -1.768 -0.192  -0.407
C3 1.381 -1.160 0.400  0.262
N2 1.220 0.191 0.789  -0.629
C4 0.119 0.970 0.483  0.179
S1 -0.358 2.407 1.292  -0.108
H1 -1.543 2.091 -0.354  0.476
H2 0.142 0.352 -1.544  0.200
H3 -1.205 -1.403 -1.348  0.229
H4 -1.498 -1.155 0.433  0.216
H5 2.477 -1.560 0.547  0.203
H6 1.733 0.377 1.697  0.417

Record 13
The following is a DFT calculation (ωB97M-V with the def2-TZVPD basis set) of C4H6N2OS in the gas phase at a distorted geometry.

Its total energy is -20106.3804 eV. Its HOMO energy is -7.7597 eV. The calculation puts the orbital gap at 8.29 eV. The SMILES is Cc1nc(S)[nH]c1O.

Each line ends with the natural charge from an NBO analysis.
Cartesian coordinates (Å):
C1 -1.447 1.538 -0.102  -0.669
C2 -0.409 0.331 0.011  0.001
N1 0.933 0.779 0.083  -0.484
C3 1.614 -0.294 0.107  0.223
S1 3.408 -0.336 -0.105  -0.023
N2 0.798 -1.396 0.041  -0.558
C4 -0.486 -1.070 -0.079  0.381
O1 -1.475 -2.026 -0.042  -0.664
H1 -2.453 1.137 -0.645  0.216
H2 -1.845 1.940 0.891  0.213
H3 -0.686 2.420 -0.383  0.263
H4 3.306 1.050 0.102  0.181
H5 1.050 -2.414 0.317  0.426
H6 -2.308 -1.658 -0.198  0.494

Record 14
The following is a DFT calculation (ωB97M-V with the def2-TZVPD basis set) of a 2-piece molecular cluster, C4H6N2OS overall at a distorted geometry.

Its total energy is -20104.8392 eV. Its HOMO energy is -8.7539 eV. The calculation puts the orbital gap at 9.29 eV.

Each line ends with the natural charge from an NBO analysis.
Cartesian coordinates (Å):
C1 1.030 2.197 -0.093  -0.632
C2 0.114 1.021 0.203  0.077
C3 -1.599 -0.187 0.012  0.624
C4 0.520 -0.299 0.228  0.024
H1 1.708 2.880 1.052  0.200
H2 0.493 2.839 -0.847  0.238
H3 2.099 2.004 -0.610  0.242
H4 -3.071 -1.291 -0.797  0.371
H5 -3.436 0.084 -0.567  0.382
H6 2.471 -1.698 0.975  0.141
N1 -1.321 1.101 0.008  -0.492
N2 -2.893 -0.679 0.110  -0.779
O1 -0.601 -1.023 0.013  -0.411
S1 2.103 -0.999 -0.140  0.014

Record 15
The following is a DFT calculation (ωB97M-V with the def2-TZVPD basis set) of C4H6N2OS as an isolated structure at a distorted geometry.

Its total energy is -20103.4112 eV. Its HOMO energy is -8.7583 eV. The calculation puts the orbital gap at 8.53 eV.

Each line ends with the natural charge from an NBO analysis.
Cartesian coordinates (Å):
C1 0.342 -0.784 -0.177  0.119
C2 0.236 0.657 -0.101  0.387
C3 -0.864 -1.632 -0.190  -0.631
C4 -0.895 1.520 0.335  -0.687
N1 1.525 -1.380 -0.178  -0.625
N2 2.057 0.958 0.318  -0.402
O1 1.257 1.302 -0.815  -0.402
S1 2.791 -0.505 0.112  0.820
H1 -1.192 -1.678 0.801  0.224
H2 -0.669 -2.702 -0.623  0.245
H3 -1.461 -1.053 -0.803  0.210
H4 -1.638 1.129 0.929  0.234
H5 -1.184 1.974 -0.606  0.243
H6 -0.306 2.194 0.997  0.266

Record 16
The following is a DFT calculation (ωB97M-V with the def2-TZVPD basis set) of C4H6N2OS in the gas phase at a distorted geometry.

Its total energy is -20105.7353 eV. Its HOMO energy is -8.9910 eV. The calculation puts the orbital gap at 8.53 eV. The SMILES is C=N/N=C(\C=O)SC.

Each line ends with the natural charge from an NBO analysis.
Cartesian coordinates (Å):
C1 2.387 0.086 -1.315  -0.058
N1 1.683 -0.594 -0.472  -0.296
N2 0.484 0.131 -0.089  -0.337
C2 -0.351 -0.561 0.629  -0.014
C3 -0.180 -2.005 1.079  0.365
O1 -0.954 -2.470 1.913  -0.485
S1 -1.947 0.050 0.990  0.353
C4 -1.829 1.589 0.137  -0.776
H1 3.319 -0.385 -1.602  0.186
H2 2.138 1.103 -1.725  0.179
H3 0.700 -2.585 0.633  0.170
H4 -1.061 2.210 0.585  0.236
H5 -1.529 1.388 -0.937  0.239
H6 -2.861 2.042 0.174  0.237

Record 17
The following is a DFT calculation (ωB97M-V with the def2-TZVPD basis set) of C4H6N2S in the gas phase at a distorted geometry.

Its total energy is -18058.6680 eV. Its HOMO energy is -8.0790 eV. The calculation puts the orbital gap at 8.66 eV. The SMILES is Cn1cncc1S.

Each line ends with the natural charge from an NBO analysis.
Cartesian coordinates (Å):
C1 -0.207 1.773 -0.102  -0.436
N1 0.320 0.418 0.055  -0.386
C2 1.583 -0.030 0.000  0.138
N2 1.610 -1.351 -0.083  -0.453
C3 0.357 -1.808 -0.095  -0.105
C4 -0.464 -0.663 -0.072  -0.031
S1 -2.255 -0.534 -0.042  -0.016
H1 0.656 2.488 -0.682  0.248
H2 -0.466 2.095 1.039  0.229
H3 -1.329 1.632 -0.698  0.235
H4 2.438 0.688 0.334  0.202
H5 0.075 -2.915 -0.120  0.219
H6 -2.318 -1.791 0.467  0.157

Record 18
The following is a DFT calculation (ωB97M-V with the def2-TZVPD basis set) of a 2-piece molecular cluster, C4H6N2S overall at a distorted geometry.

Its total energy is -18057.9960 eV. Its HOMO energy is -8.9517 eV. The calculation puts the orbital gap at 9.56 eV. The SMILES is CC=C=N.N=C=S.

Each line ends with the natural charge from an NBO analysis.
Cartesian coordinates (Å):
C1 0.066 -1.778 -0.013  -0.639
C2 -0.395 -0.938 1.112  -0.442
C3 -0.966 0.218 0.848  0.413
N1 -1.042 1.427 0.813  -0.619
H1 1.124 -1.992 0.364  0.212
H2 0.267 -1.153 -1.008  0.219
H3 -0.482 -2.758 -0.284  0.234
H4 -0.438 -1.390 2.117  0.250
H5 -1.931 1.895 0.729  0.384
N2 1.414 1.138 -0.814  -0.673
C4 0.726 1.925 -1.386  0.261
S1 0.207 3.147 -2.272  -0.059
H6 1.450 0.259 -0.207  0.460

Record 19
The following is a DFT calculation (ωB97M-V with the def2-TZVPD basis set) of C4H6N2S2 in the gas phase at a distorted geometry.

Its total energy is -28894.9049 eV. Its HOMO energy is -8.9264 eV. The calculation puts the orbital gap at 8.01 eV. The SMILES is C/C(=N/C=S)NC=S.

Each line ends with the natural charge from an NBO analysis.
Cartesian coordinates (Å):
C1 -1.043 1.898 -0.404  -0.673
C2 -0.025 0.862 -0.004  0.532
N1 1.205 1.177 0.290  -0.496
C3 2.322 0.442 0.581  -0.101
S1 2.871 -0.804 -0.298  -0.074
N2 -0.310 -0.540 -0.012  -0.610
C4 -1.517 -1.158 0.037  -0.049
S2 -3.046 -0.484 0.104  -0.116
H1 -1.831 2.049 0.297  0.263
H2 -0.541 2.826 -0.622  0.242
H3 -1.493 1.532 -1.333  0.245
H4 2.914 0.844 1.408  0.207
H5 0.503 -1.115 0.163  0.426
H6 -1.443 -2.243 -0.027  0.205